Record 1
A structure of composition C9H17N4OPtS. Source: the OMol25 dataset; level of theory: ωB97M-V/def2-TZVPD.

Structure (XYZ):
```
33
Properties=species:S:1:pos:R:3:forces:R:3:lowdin_spin:R:1
Pt -0.1257 0.0403 -0.5504 -0.1 0.0 0.0 0.707
N 1.7171 1.2398 1.9792 0.2 0.1 0.1 0.000
C 3.0844 1.0309 1.5127 0.0 0.0 0.0 0.000
C 3.1806 0.0736 0.3351 0.1 -0.1 0.1 0.006
N 2.2890 0.3773 -0.7793 0.0 0.0 -0.1 0.090
C 2.4393 1.6858 -1.4105 0.0 0.0 0.0 0.006
C 1.4274 2.6833 -0.8622 0.0 0.0 0.0 0.004
N 0.0633 2.1612 -1.0551 0.0 0.0 0.0 0.016
H 1.0977 0.4925 1.6759 -0.1 0.0 0.0 0.001
H 1.6898 1.3278 2.9847 -0.1 -0.1 0.0 0.000
H 3.5243 1.9970 1.2328 0.0 0.0 0.0 0.000
H 3.7372 0.6138 2.2876 0.0 0.0 0.0 0.000
H 4.2300 0.0552 0.0081 0.0 0.0 0.0 0.003
H 2.9170 -0.9309 0.6745 0.0 0.0 0.0 0.002
H 2.3650 -0.3572 -1.4685 0.0 0.0 0.0 0.001
H 3.4520 2.0867 -1.2829 0.0 0.0 0.0 0.002
H 2.2713 1.5639 -2.4835 0.0 0.0 0.0 0.000
H 1.5680 2.7986 0.2108 0.0 0.0 0.0 0.000
H 1.5652 3.6525 -1.3506 0.0 0.0 0.0 0.001
H -0.5987 2.6663 -0.4779 0.0 0.0 0.0 0.001
H -0.2380 2.2636 -2.0185 0.0 0.0 0.0 0.001
O -2.4060 0.0280 -0.5340 0.0 0.0 0.0 0.103
N -2.9192 -1.1498 -0.2283 0.0 0.0 0.0 0.005
C -4.2732 -1.2221 -0.1798 0.0 0.0 0.0 0.002
C -4.9273 -2.3804 0.1225 0.0 0.0 0.0 0.001
C -4.1681 -3.5256 0.3902 0.0 0.0 0.0 -0.002
C -2.8035 -3.4409 0.3413 0.0 0.0 0.0 0.003
C -2.1418 -2.2384 0.0274 0.0 0.0 0.0 0.007
S -0.4229 -2.1580 -0.0241 0.0 0.0 0.0 0.038
H -4.7580 -0.2845 -0.4020 0.0 0.0 0.0 0.001
H -6.0068 -2.3878 0.1488 0.0 0.0 0.0 0.000
H -4.6505 -4.4625 0.6333 0.0 0.0 0.0 0.000
H -2.1790 -4.2998 0.5426 0.0 0.0 0.0 0.001
```
Forces are in eV/Å.

- Kohn-Sham gap (alpha / beta) (Ha) = 0.23091 / 0.26639
- multiplicity = 2
- energy relative to the best compared isomer or geometry (same formula, charge and spin) (eV) = 0.000

Record 2
A cluster of 2 separate species, C23H18F2N in total. Source: the OMol25 dataset; level of theory: ωB97M-V/def2-TZVPD.

Structure (XYZ):
```
44
Properties=species:S:1:pos:R:3:forces:R:3:lowdin_charge:R:1
F 3.1303 -3.2195 4.8760 -0.5 0.7 -1.5 0.089
C 2.5976 -2.7014 3.7312 -0.1 -0.2 1.3 -0.196
C 1.7455 -1.5892 3.8639 0.1 -0.2 -0.8 0.038
C 1.0690 -1.1753 2.7233 -0.1 -0.3 0.1 0.021
C 1.2171 -1.8495 1.4725 0.7 0.3 0.1 -0.185
C 0.2754 -1.5517 0.4454 -0.3 -1.3 0.7 0.091
C 0.1613 -2.2010 -0.8269 -0.2 -0.5 -0.8 -0.172
C -0.5481 -1.5555 -1.8813 -0.2 -0.1 0.2 0.015
C -0.7988 -2.1730 -3.0999 0.3 -0.2 0.6 0.035
C -0.2850 -3.4640 -3.2792 -0.2 -0.4 -0.9 -0.208
F -0.4985 -4.0718 -4.4839 0.3 0.6 1.4 0.077
C 0.4130 -4.1718 -2.2911 -0.2 0.7 0.3 0.033
C 0.6013 -3.5386 -1.0630 0.1 0.1 -0.2 0.000
C 2.2826 -2.8073 1.3686 -0.1 0.0 0.2 0.015
C 2.9087 -3.3023 2.5086 -0.2 0.3 -0.4 0.035
H 1.6006 -1.0984 4.8219 0.1 -0.2 -0.2 0.134
H 0.3962 -0.3143 2.7530 0.1 -0.4 0.1 0.132
H -0.5703 -0.9367 0.7553 0.6 -0.2 -0.3 0.106
H -0.8952 -0.5421 -1.6933 0.0 -0.2 -0.2 0.099
H -1.3885 -1.6779 -3.8723 0.3 -0.2 0.1 0.136
H 0.7819 -5.1834 -2.4628 -0.3 0.3 0.0 0.135
H 1.0470 -4.0988 -0.2421 -0.3 0.0 -0.4 0.108
H 2.6026 -3.1679 0.3901 -0.1 0.1 0.4 0.120
H 3.6084 -4.1407 2.4537 -0.1 0.5 0.1 0.139
C 0.3204 5.1789 -0.5827 0.1 0.6 -0.1 -0.023
C 0.1395 3.7154 -0.3833 0.2 -0.3 0.2 -0.202
C 1.2106 2.8889 -0.1217 -0.2 -0.5 0.1 -0.005
C 0.9819 1.5052 0.0512 -1.0 0.1 -0.2 -0.096
N -0.2258 0.9423 -0.0093 1.2 0.7 0.3 0.047
C -1.3204 1.7298 -0.1857 0.6 0.8 -0.2 -0.217
C -1.1565 3.1381 -0.4143 -1.2 -0.6 0.1 -0.093
C -2.3555 3.8772 -0.6265 -0.7 -0.1 0.0 -0.006
C -3.6144 3.2870 -0.6309 0.9 0.6 0.0 -0.058
C -3.7399 1.9117 -0.3763 0.6 -0.5 0.2 -0.060
C -2.6065 1.1462 -0.1400 -0.7 0.3 -0.2 -0.020
H -0.6321 5.6732 -0.7663 0.3 0.1 0.0 0.061
H 0.7617 5.6455 0.3066 0.0 -0.1 -0.2 0.103
H 0.9652 5.3836 -1.4466 0.0 -0.1 0.3 0.103
H 2.2236 3.2720 -0.0347 -0.2 0.0 -0.1 0.121
H 1.8168 0.8282 0.2564 -0.2 0.2 -0.1 0.111
H -2.3117 4.9489 -0.7795 0.0 -0.2 0.0 0.100
H -4.4906 3.9119 -0.8245 0.3 -0.3 0.1 0.116
H -4.7296 1.4630 -0.3573 0.2 0.0 0.0 0.112
H -2.6908 0.0851 0.0978 0.0 0.2 -0.1 0.109
```
Forces are in eV/Å.

- charge = +1
- Kohn-Sham gap (Ha) = 0.22165
- multiplicity = 1
- energy relative to the best compared isomer or geometry (same formula, charge and spin) (eV) = 0.000

Record 3
A cluster of 2 separate species, C2H7Cl2N2O2 in total. Source: the OMol25 dataset; level of theory: ωB97M-V/def2-TZVPD.

Structure (XYZ):
```
15
Properties=species:S:1:pos:R:3:forces:R:3:lowdin_charge:R:1
C 1.4693 -0.0421 -0.5366 -2.9 2.1 0.9 -1.152
C -0.6976 0.3413 0.0617 3.8 1.3 0.8 -0.499
N 1.5150 -0.9205 -1.5208 0.3 -0.7 -0.8 0.050
N -1.1075 -0.2741 1.6292 -1.6 -2.1 -1.0 0.194
O -1.3674 -0.3070 -0.8429 0.7 -2.5 0.7 0.108
O -0.9900 1.6632 0.1524 0.1 0.2 0.0 0.009
Cl 2.0420 -0.5848 0.9972 0.6 0.0 0.1 0.715
Cl 1.7921 1.6554 -0.9796 0.2 -0.9 0.2 0.706
H 1.5091 -0.7399 -2.5290 -0.1 0.3 0.9 0.142
H 1.7266 -1.8546 -1.2310 0.0 -0.5 -0.2 0.102
H -2.1740 -0.4067 1.6518 1.9 0.5 0.1 0.179
H -0.7134 -1.2281 1.7942 -0.3 0.8 -0.6 0.131
H -0.7973 0.2419 2.4374 0.0 0.8 0.0 0.123
H -2.0148 0.2030 -1.2577 -2.1 1.6 -1.1 0.107
H -0.1920 2.2531 0.1738 -0.7 -1.0 0.0 0.083
```
Forces are in eV/Å.

- charge = +1
- Kohn-Sham gap (Ha) = 0.32569
- multiplicity = 1
- energy relative to the best compared isomer or geometry (same formula, charge and spin) (eV) = 0.000